Model P:
Computed, not measured: a single C4H5N3O2 molecule, with ωB97M-V with the def2-TZVPD basis set.

The highest occupied orbital energy is -8.276 eV. The multiplicity is 1. The calculation puts the frontier orbital gap at 9.03 eV. The charge is 0. The structure (SMILES) is [H]/N=c1\[nH]cc2n1OCO2.

Cartesian coordinates (Å):
H (-2.827, -1.184, -0.863)
N (-1.895, -1.549, -0.200)
C (-1.289, -0.508, 0.369)
N (-1.561, 0.939, 0.215)
C (-0.316, 1.587, -0.206)
C (0.597, 0.801, 0.250)
N (0.046, -0.520, 0.857)
O (0.799, -1.346, -0.169)
C (2.088, -0.724, 0.062)
O (1.866, 0.666, -0.116)
H (-2.397, 1.255, -0.155)
H (-0.410, 2.737, -0.237)
H (2.605, -1.059, 1.066)
H (2.695, -1.096, -0.874)

Atom charges from the natural (NBO) analysis, given in e for atoms 1 to 6: H 0.349; N -0.651; C 0.537; N -0.641; C -0.149; C 0.383


Model Q:
Computed, not measured: a single C4H5N3O2 molecule, with ωB97M-V with the def2-TZVPD basis set.

The highest occupied orbital energy is -8.338 eV. The multiplicity is 1. The calculation puts the frontier orbital gap at 8.99 eV. The charge is 0. The structure (SMILES) is C=Nn1ncc(O)c1O.

Cartesian coordinates (Å):
C (1.846, 0.954, 1.753)
N (1.038, -0.008, 1.610)
N (0.370, 0.053, 0.382)
N (0.441, 1.067, -0.493)
C (-0.355, 0.687, -1.457)
C (-1.016, -0.548, -1.207)
O (-2.123, -1.117, -1.847)
C (-0.546, -0.945, 0.032)
O (-0.864, -1.923, 0.872)
H (2.394, 1.205, 2.740)
H (2.009, 1.542, 0.837)
H (-0.627, 1.340, -2.249)
H (-2.403, -0.439, -2.570)
H (-0.164, -1.867, 1.596)

Atom charges from the natural (NBO) analysis, given in e for atoms 1 to 6: C -0.090; N -0.269; N -0.083; N -0.306; C -0.061; C 0.104


Model R:
Computed, not measured: a molecular structure, C4H5N3O2, with ωB97M-V with the def2-TZVPD basis set.

The highest occupied orbital energy is -9.332 eV. The multiplicity is 1. The calculation puts the frontier orbital gap at 9.23 eV. The charge is 0.

Cartesian coordinates (Å):
C (-0.238, 1.388, 0.136)
C (1.797, -1.310, -0.342)
C (0.445, -0.894, -0.054)
C (-2.012, -0.631, 0.145)
H (-0.941, 1.305, 1.307)
H (-1.046, 1.698, -0.907)
H (0.795, 2.333, 0.127)
H (2.000, -2.509, -0.267)
H (-2.519, -0.946, 1.479)
N (0.502, 0.426, -0.196)
N (2.533, -0.333, -0.422)
N (-0.720, -1.365, 0.099)
O (1.853, 0.793, -0.131)
O (-2.450, 0.045, -0.976)

Atom charges from the natural (NBO) analysis, given in e for atoms 1 to 6: C -0.432; C -0.023; C 0.351; C 0.469; H 0.222; H 0.274


Model S:
Computed, not measured: a single C4H5N3O2 molecule, with ωB97M-V with the def2-TZVPD basis set.

The highest occupied orbital energy is -9.869 eV. The multiplicity is 1. The calculation puts the frontier orbital gap at 9.01 eV. The charge is 0. The structure (SMILES) is Cc1nnn(O)c1C=O.

Cartesian coordinates (Å):
C (1.298, 0.393, -1.674)
C (0.553, 0.724, -0.429)
N (0.532, 1.894, 0.252)
N (-0.194, 1.820, 1.318)
N (-0.656, 0.575, 1.385)
O (-1.579, 0.262, 2.363)
C (-0.208, -0.205, 0.393)
C (-0.703, -1.546, 0.166)
O (-1.636, -2.144, 0.784)
H (2.318, -0.120, -1.345)
H (0.767, -0.429, -2.465)
H (1.547, 1.477, -2.162)
H (-2.093, -0.603, 1.978)
H (0.052, -2.099, -0.564)

Atom charges from the natural (NBO) analysis, given in e for atoms 1 to 6: C -0.679; C 0.149; N -0.255; N -0.023; N 0.159; O -0.493


Comparing the structures above, model Q comes out on top by 30.6 kcal/mol.